{"formula": "C40H54BaNO6P3S2", "method": "wB97M-V/def2-TZVPD", "e_above_lowest_kcal_mol": 0.0, "gap_ev": 6.5350, "homo_ev": -6.32, "symbols": ["Ba", "C", "C", "C", "C", "C", "C", "C", "H", "H", "H", "H", "H", "H", "H", "H", "C", "C", "C", "O", "P", "O", "C", "P", "O", "O", "C", "C", "C", "O", "C", "C", "C", "O", "C", "C", "C", "H", "H", "H", "H", "H", "H", "H", "H", "H", "H", "H", "H", "H", "H", "H", "H", "H", "H", "H", "H", "H", "H", "H", "H", "H", "H", "H", "H", "H", "H", "S", "P", "S", "C", "C", "C", "C", "C", "C", "C", "C", "C", "C", "C", "C", "H", "H", "H", "H", "H", "H", "H", "H", "H", "H", "C", "C", "C", "C", "C", "C", "C", "C", "N", "H", "H", "H", "H", "H", "H"], "coordinates": [[0.06976, -0.90562, -0.41510], [5.07549, 0.45663, -1.20315], [4.12895, -0.50029, -1.87217], [3.35963, -0.11430, -2.96485], [2.44563, -0.98802, -3.54114], [2.29591, -2.27664, -3.04205], [3.06645, -2.67598, -1.95768], [3.96613, -1.79124, -1.37712], [4.56752, 0.96123, -0.37761], [5.43665, 1.21376, -1.90072], [5.93818, -0.06440, -0.78808], [3.47160, 0.88700, -3.36685], [1.85203, -0.66571, -4.38837], [1.58329, -2.95805, -3.48438], [2.95810, -3.67417, -1.55682], [4.55866, -2.10904, -0.52611], [3.99380, 4.22919, 1.71133], [3.01051, 3.36493, 2.46669], [1.84128, 4.12888, 3.04699], [2.54987, 2.28072, 1.60949], [1.56513, 2.18099, 0.41720], [1.94223, 1.06014, -0.47087], [-0.10597, 1.96154, 1.08879], [-1.48361, 2.10067, -0.08045], [-1.22176, 1.45561, -1.38667], [-1.82844, 3.63121, -0.22205], [-2.24917, 4.44481, 0.91464], [-1.29827, 5.61622, 0.98681], [-3.68810, 4.84963, 0.68739], [-2.61982, 1.39643, 0.75461], [-3.85714, 0.88423, 0.15082], [-4.90542, 0.94809, 1.23702], [-3.61391, -0.52766, -0.33896], [1.48257, 3.60121, -0.26500], [1.60369, 3.73312, -1.72921], [0.80253, 4.95488, -2.10802], [3.06779, 3.82532, -2.08990], [4.46011, 4.93730, 2.39752], [3.48745, 4.78588, 0.92303], [4.77780, 3.61192, 1.27391], [3.53629, 2.83217, 3.25891], [1.31137, 4.67497, 2.26310], [2.21029, 4.85331, 3.77401], [1.15107, 3.45693, 3.56020], [-0.21831, 2.72548, 1.86319], [-0.22687, 1.00764, 1.61798], [-2.17845, 3.83987, 1.82290], [-1.41118, 6.24432, 0.10209], [-0.26533, 5.27069, 1.03053], [-1.51008, 6.21737, 1.87196], [-3.77182, 5.41817, -0.23937], [-4.03610, 5.47200, 1.51241], [-4.33227, 3.97469, 0.61895], [-4.12361, 1.53811, -0.68352], [-4.61307, 0.30271, 2.06661], [-5.86202, 0.60088, 0.84703], [-5.02915, 1.96351, 1.61084], [-3.23342, -1.14847, 0.47755], [-2.92380, -0.55337, -1.18287], [-4.54989, -0.97073, -0.68243], [1.16249, 2.83859, -2.17272], [1.20838, 5.84048, -1.61472], [-0.24223, 4.83380, -1.82640], [0.85672, 5.10494, -3.18691], [3.51721, 4.70715, -1.62978], [3.17622, 3.90850, -3.17227], [3.60369, 2.93666, -1.75769], [-1.25996, -2.65764, -2.72360], [-1.13099, -4.17799, -1.41770], [0.38111, -4.09904, -0.12564], [-2.71170, -4.23220, -0.50390], [-2.74049, -4.35259, 0.87914], [-3.95691, -4.34613, 1.55514], [-5.14265, -4.23431, 0.84844], [-5.11714, -4.12809, -0.53883], [-3.90804, -4.12078, -1.21207], [-1.09466, -5.76426, -2.30922], [-1.45079, -5.84247, -3.64970], [-1.45925, -7.07250, -4.29504], [-1.11497, -8.22294, -3.60251], [-0.75631, -8.14571, -2.26244], [-0.74380, -6.92053, -1.61655], [-1.80871, -4.44270, 1.42272], [-3.96977, -4.43041, 2.63431], [-6.08909, -4.23286, 1.37450], [-6.04205, -4.04576, -1.09596], [-3.88612, -4.00969, -2.28961], [-1.70614, -4.93734, -4.18643], [-1.73082, -7.12739, -5.34142], [-1.11910, -9.18073, -4.10701], [-0.47940, -9.04069, -1.72030], [-0.44695, -6.85348, -0.57698], [-0.91611, -1.20365, 2.40943], [0.40628, -0.98964, 2.83421], [1.52436, -1.73650, 2.35208], [2.82137, -1.34720, 2.61691], [3.09851, -0.23908, 3.41960], [2.01419, 0.45413, 3.98907], [0.72441, 0.10866, 3.70301], [4.42617, 0.24494, 3.61584], [5.49396, 0.64512, 3.79108], [-1.70390, -0.64321, 2.90279], [-1.20895, -2.19105, 2.05377], [1.34544, -2.64409, 1.78898], [3.64464, -1.91754, 2.20239], [2.21651, 1.28119, 4.66148], [-0.09542, 0.65539, 4.15751]], "forces_ev_per_angstrom": [[0.52, -0.66, -0.28], [-0.01, -0.02, 0.00], [0.02, -0.02, 0.01], [-0.01, -0.02, -0.04], [0.00, 0.03, 0.01], [0.02, 0.04, 0.02], [0.03, 0.02, 0.09], [0.01, 0.01, 0.00], [0.01, 0.02, 0.01], [-0.01, 0.00, 0.01], [0.01, 0.00, 0.00], [0.00, 0.00, 0.01], [0.00, -0.01, 0.00], [-0.01, 0.01, -0.01], [-0.02, -0.01, -0.02], [0.01, -0.01, 0.00], [-0.01, 0.03, -0.04], [0.00, -0.08, 0.04], [0.01, 0.04, 0.00], [0.12, 0.12, 0.11], [-0.31, -0.13, 0.06], [-0.35, -0.07, -0.06], [-0.07, 0.41, 0.18], [0.22, -0.08, 0.22], [0.18, 0.07, 0.13], [-0.16, -0.07, -0.16], [0.00, -0.03, -0.07], [0.02, 0.05, 0.04], [0.01, 0.02, -0.01], [-0.09, 0.24, 0.08], [0.05, -0.10, 0.02], [0.02, -0.02, 0.02], [-0.03, -0.03, -0.03], [0.14, 0.03, -0.23], [-0.06, -0.01, 0.00], [0.01, 0.03, -0.02], [0.02, 0.04, 0.03], [-0.01, -0.01, 0.01], [0.03, 0.02, -0.02], [0.00, 0.00, 0.00], [-0.02, -0.02, -0.02], [0.02, -0.01, 0.05], [-0.01, 0.01, -0.01], [0.02, 0.00, 0.00], [-0.12, -0.02, 0.01], [0.12, -0.06, 0.02], [0.01, -0.03, 0.00], [0.01, 0.00, 0.00], [-0.05, 0.03, -0.03], [0.00, 0.01, -0.01], [-0.01, 0.00, 0.00], [0.00, 0.00, 0.00], [-0.02, -0.03, 0.00], [0.02, 0.03, 0.00], [-0.01, 0.01, 0.01], [-0.01, 0.00, 0.00], [-0.01, 0.02, 0.01], [0.00, 0.01, 0.01], [-0.01, 0.01, 0.00], [0.01, 0.00, 0.01], [-0.01, -0.01, 0.03], [-0.01, 0.01, -0.01], [0.01, 0.00, 0.00], [0.01, 0.00, 0.00], [0.02, 0.00, -0.01], [-0.01, 0.00, 0.00], [0.01, -0.01, 0.00], [-0.09, 0.03, 0.05], [-0.06, 0.04, -0.16], [-0.06, -0.03, 0.02], [0.01, 0.00, 0.02], [-0.08, 0.00, 0.02], [0.06, 0.00, -0.01], [-0.03, 0.01, -0.01], [-0.01, 0.00, 0.00], [-0.02, 0.00, 0.02], [-0.03, 0.03, 0.00], [0.00, -0.01, -0.01], [0.00, 0.02, 0.00], [0.00, 0.00, 0.00], [0.00, 0.00, 0.01], [-0.01, -0.01, 0.00], [0.01, 0.00, 0.01], [0.00, 0.00, 0.00], [0.00, 0.00, 0.00], [-0.01, 0.00, 0.01], [0.01, 0.00, 0.01], [0.00, 0.00, 0.00], [0.00, -0.01, 0.00], [0.00, 0.00, 0.00], [0.00, -0.01, -0.01], [0.00, 0.00, 0.00], [0.11, -0.13, -0.11], [-0.37, 0.19, 0.01], [0.08, 0.13, 0.00], [0.07, -0.04, -0.04], [0.00, 0.13, 0.01], [0.02, 0.03, 0.00], [0.08, -0.09, 0.01], [-0.04, -0.25, 0.10], [0.00, 0.12, -0.07], [-0.01, -0.01, 0.01], [0.10, 0.04, -0.03], [0.01, -0.03, 0.01], [-0.01, 0.00, 0.00], [-0.01, 0.00, 0.00], [0.00, -0.01, 0.02]], "lowdin_charge": [1.598, -0.046, -0.292, -0.068, -0.092, -0.144, -0.122, -0.051, 0.064, 0.076, 0.082, 0.105, 0.107, 0.074, 0.077, 0.113, -0.027, -0.400, -0.034, -0.154, 0.432, -0.392, -0.245, 0.413, -0.350, -0.175, -0.432, -0.031, -0.026, -0.194, -0.409, -0.033, -0.054, -0.188, -0.412, -0.032, -0.032, 0.092, 0.071, 0.092, 0.122, 0.061, 0.096, 0.079, 0.071, 0.011, 0.134, 0.092, 0.054, 0.095, 0.094, 0.093, 0.067, 0.146, 0.093, 0.092, 0.071, 0.081, 0.030, 0.095, 0.131, 0.092, 0.066, 0.092, 0.087, 0.094, 0.061, 0.145, 0.044, 0.214, -0.381, -0.117, -0.079, -0.090, -0.090, -0.109, -0.375, -0.107, -0.083, -0.088, -0.082, -0.101, 0.063, 0.105, 0.100, 0.103, 0.093, 0.065, 0.102, 0.101, 0.103, 0.086, -0.182, -0.418, -0.135, -0.040, -0.269, -0.069, -0.079, -0.226, 0.130, 0.040, 0.008, 0.014, 0.117, 0.115, 0.111]}


{"formula": "C40H55BBrCl3F4KNNa2O10P2S", "method": "wB97M-V/def2-TZVPD", "gap_ev": 1.3655, "homo_ev": -3.94, "symbols": ["C", "C", "C", "C", "C", "C", "C", "C", "C", "C", "C", "C", "C", "C", "C", "C", "C", "C", "C", "C", "C", "O", "C", "C", "C", "N", "C", "C", "P", "P", "O", "O", "O", "C", "C", "C", "B", "O", "O", "C", "C", "O", "H", "H", "H", "H", "H", "H", "H", "H", "H", "H", "H", "H", "H", "H", "H", "H", "H", "H", "H", "H", "H", "H", "H", "H", "H", "H", "H", "H", "H", "H", "H", "H", "H", "H", "H", "H", "H", "H", "H", "H", "H", "H", "H", "H", "H", "H", "Cl", "F", "C", "C", "C", "C", "C", "C", "H", "H", "H", "H", "H", "Cl", "C", "C", "Cl", "H", "H", "H", "H", "Na", "Na", "C", "F", "F", "F", "S", "O", "O", "O", "K", "Br"], "coordinates": [[3.08677, 2.78599, 2.34479], [3.97098, 3.88513, 1.62843], [4.06095, 3.70726, 0.04371], [5.39944, 2.95704, -0.39874], [5.17178, 1.41585, -0.12909], [5.84440, 0.44971, -1.18185], [6.27048, -0.92720, -0.48519], [5.20676, -2.06994, -0.68657], [3.90411, -1.89864, 0.13864], [3.91270, -1.14537, 1.41755], [2.75182, -0.89750, 2.23374], [1.47252, -1.42583, 1.77127], [1.38019, -2.23149, 0.51942], [2.60401, -2.45395, -0.27623], [2.56198, -3.30703, -1.60833], [1.78786, -2.55951, -2.79246], [1.91422, -0.98021, -2.65240], [1.36630, -0.20388, -3.93399], [1.66270, 1.35946, -3.74492], [0.63557, 2.02786, -2.76142], [-0.04020, -2.78572, 0.16144], [-0.10486, -3.91790, -0.34288], [-1.21085, -1.89630, 0.52019], [-2.55653, -1.79552, -0.26290], [-2.82376, -2.67344, -1.51798], [-2.96120, -1.83352, -2.75799], [-1.91496, -2.28855, -3.70546], [-3.69491, -0.85564, 0.18284], [-5.33190, -0.73649, -0.66015], [-5.64164, 1.28951, -1.47732], [-5.77521, 1.24418, -2.95127], [-4.48692, 2.37376, -0.96805], [-7.13076, 1.80453, -0.88040], [-3.45596, 0.00670, 1.40332], [-2.18536, -0.06104, 2.18505], [-2.06267, 0.87973, 3.42362], [-1.13457, 2.12439, 2.93628], [-0.35230, 2.04643, 1.73217], [-1.02711, 3.31966, 3.66210], [-1.08674, -0.99339, 1.79846], [0.20594, -1.15123, 2.59076], [0.27255, -1.04883, 3.81505], [2.20477, 3.29461, 2.83104], [2.66445, 2.00662, 1.66155], [3.64755, 2.28649, 3.18104], [4.99013, 3.94878, 2.09902], [3.48525, 4.87872, 1.83836], [3.15278, 3.09445, -0.22830], [3.96195, 4.71710, -0.43690], [6.17298, 3.30414, 0.34315], [5.71082, 3.20883, -1.44106], [4.07077, 1.17720, -0.13095], [5.55897, 1.18643, 0.89973], [5.20993, 0.26430, -2.08352], [6.81308, 0.91792, -1.51299], [6.59916, -0.78589, 0.57701], [7.19965, -1.25828, -1.04811], [4.89704, -2.02007, -1.76877], [5.64225, -3.11582, -0.51407], [4.90553, -0.73070, 1.72404], [2.88502, -0.29281, 3.15435], [2.07419, -4.27197, -1.30218], [3.59168, -3.59043, -1.96294], [0.73027, -2.92420, -2.77869], [2.31429, -2.87675, -3.73814], [1.33909, -0.57909, -1.77402], [3.00644, -0.73280, -2.58527], [1.86098, -0.59161, -4.87001], [0.25190, -0.28126, -4.03556], [2.72139, 1.52444, -3.41078], [1.48141, 1.80796, -4.76268], [1.15386, 2.52388, -1.89491], [-0.07257, 1.24423, -2.41588], [0.00910, 2.83172, -3.23465], [-3.83973, -3.14666, -1.36393], [-2.11095, -3.52188, -1.65403], [-3.88411, -2.00505, -3.16547], [-0.93874, -1.88514, -3.31418], [-2.04577, -1.83837, -4.75521], [-1.87431, -3.40503, -3.83874], [-5.35904, -1.56692, -1.81460], [-4.82994, 2.93128, -0.24289], [-7.06145, 1.98000, 0.07848], [-4.22659, 0.71959, 1.77115], [-1.60624, 0.38862, 4.31686], [-3.08773, 1.30241, 3.59691], [0.53306, 1.71226, 1.97091], [-1.09961, 4.09513, 3.08008], [-1.95422, -0.07088, -5.41568], [-6.13292, 1.79869, 2.01841], [-6.88068, 0.94327, 2.75085], [-7.19437, -0.29956, 2.23898], [-7.96073, -1.17046, 3.00505], [-8.41007, -0.78390, 4.26484], [-8.08873, 0.46972, 4.76402], [-7.31334, 1.33770, 4.00369], [-6.83713, -0.58773, 1.24655], [-8.20761, -2.15190, 2.62000], [-9.01009, -1.46430, 4.85664], [-8.44214, 0.77064, 5.74629], [-7.04656, 2.30888, 4.37805], [1.20335, -2.23071, -7.92394], [1.22031, -3.32934, -6.52446], [0.23399, -4.46506, -6.68355], [-1.45493, -3.90799, -6.61236], [1.01652, -2.74033, -5.62987], [2.23221, -3.73006, -6.44545], [0.36521, -5.18477, -5.87430], [0.37616, -4.98664, -7.62963], [6.90773, -4.06384, 0.09281], [-1.13427, -0.03069, -0.96545], [0.87574, 2.42883, 6.67449], [0.64631, 1.15806, 7.06990], [1.12853, 2.36916, 5.34717], [-0.30608, 3.07780, 6.80336], [2.24663, 3.24037, 7.62306], [3.40458, 2.40639, 7.35727], [1.79286, 3.20799, 9.00090], [2.33045, 4.57402, 7.05450], [-7.05562, 3.44010, 5.31673], [-1.81974, 0.20108, -7.90638]], "forces_ev_per_angstrom": [[-0.17, 0.46, 0.73], [-0.48, 0.18, -0.31], [0.23, 0.09, 0.55], [-1.21, -0.04, 1.22], [-0.13, -0.11, -0.72], [0.95, -0.06, 1.50], [0.48, -0.44, -1.28], [-0.99, 0.79, -0.01], [-2.61, 0.34, 1.87], [-0.40, -0.59, -0.67], [0.39, -1.24, -2.14], [0.41, -0.24, -0.88], [0.51, 1.34, 1.09], [0.96, 0.06, 0.23], [-0.36, 0.17, 0.86], [0.69, 0.02, 0.88], [-0.69, -0.38, -1.69], [0.67, 0.66, 1.01], [-0.80, -0.57, -0.96], [0.42, 0.55, 0.10], [0.88, 0.40, 0.19], [-0.51, 0.71, -0.23], [-2.05, 1.46, 0.68], [-0.59, 0.61, 2.23], [-1.44, 0.12, 0.42], [0.84, -1.05, 0.05], [0.22, 0.03, -0.78], [4.07, -0.91, 0.54], [0.29, -0.38, 1.22], [-0.56, 1.01, -2.21], [0.26, -0.03, 1.31], [-1.70, -0.91, 0.45], [2.20, -0.25, 0.62], [2.33, -1.30, -0.09], [-1.01, -1.74, -1.31], [0.23, 0.29, -1.63], [1.12, 0.52, 0.07], [-0.50, -0.23, 1.06], [-1.47, -0.78, -0.86], [-0.68, -0.23, -1.25], [-0.36, 0.06, -0.71], [-0.07, 0.39, -0.55], [0.87, -0.59, -0.39], [0.62, 0.56, 0.34], [-0.57, 0.34, -0.84], [-0.88, -0.18, -0.54], [0.53, -0.92, -0.23], [0.93, 0.67, -0.13], [0.23, -0.93, 0.33], [-0.41, -0.21, -1.12], [-0.30, -0.34, 0.76], [1.06, 0.33, 0.16], [-0.38, 0.14, -0.97], [0.45, 0.16, 0.76], [-0.96, -0.35, 0.13], [-0.48, 0.00, -0.89], [-0.82, 0.17, 0.59], [0.58, -0.37, 1.01], [-1.57, 1.83, -0.80], [-1.22, -0.33, -0.05], [-0.48, -0.61, -0.68], [0.18, 0.93, -0.65], [-0.88, 0.49, 0.49], [0.90, 0.47, -0.21], [-0.81, 0.37, 0.74], [0.88, -0.54, -0.44], [-0.93, -0.06, 0.35], [-0.54, 0.40, 0.88], [1.05, -0.23, -0.09], [-0.93, -0.08, -0.40], [0.57, -0.26, 1.02], [-0.60, -0.70, -0.61], [0.36, 0.56, -0.08], [0.62, -0.89, 0.25], [1.10, 0.22, 0.12], [-0.31, 0.92, 0.33], [0.53, 0.18, 0.04], [-0.79, -0.71, -0.47], [0.02, -1.30, 2.22], [0.09, 0.83, 0.44], [0.41, 0.76, 0.18], [0.38, -0.24, -0.40], [-0.24, -0.16, -0.45], [0.71, -0.74, -0.48], [-0.51, 0.32, -0.68], [0.83, -0.44, 0.32], [-0.32, 0.27, -0.25], [0.72, -0.35, 0.27], [0.04, 1.72, -2.16], [-0.05, 0.37, -0.05], [-0.48, -0.84, 0.35], [0.08, -0.03, -0.33], [0.02, 0.37, 0.28], [-0.08, -0.15, 0.03], [0.03, 0.01, -0.05], [0.20, -0.40, -0.76], [-0.08, 0.09, 0.31], [0.04, 0.07, -0.02], [0.05, 0.06, -0.02], [-0.01, -0.08, 0.00], [-0.13, -5.97, -4.67], [0.02, 0.03, 0.03], [0.03, -0.06, 0.07], [0.11, -0.13, 0.06], [0.04, -0.05, -0.20], [-0.13, -0.03, -0.13], [-0.06, -0.05, -0.03], [0.02, 0.09, 0.02], [-0.02, 0.12, 0.02], [1.09, -0.75, 0.65], [0.05, 0.82, -0.22], [-0.48, -0.39, -0.24], [0.20, 0.31, 0.05], [0.18, 0.07, 0.20], [0.29, 0.04, 0.09], [1.13, 0.67, 0.82], [-0.53, -0.15, -0.31], [-0.38, -0.23, -0.44], [-0.43, -0.37, -0.26], [0.24, 6.60, 5.33], [-0.06, 0.05, 1.10]], "lowdin_charge": [-0.105, -0.226, -0.206, -0.184, -0.209, -0.165, -0.207, -0.200, -0.147, -0.040, -0.001, -0.056, -0.008, -0.096, -0.134, -0.155, -0.175, -0.206, -0.221, -0.089, -0.335, 0.000, -0.052, -0.155, -0.211, -0.119, -0.264, -0.392, 0.904, 0.365, -0.329, -0.184, -0.208, -0.069, -0.143, -0.021, -0.545, 0.080, 0.127, -0.027, -0.340, 0.052, 0.077, 0.045, 0.086, 0.104, 0.102, 0.085, 0.101, 0.105, 0.104, 0.099, 0.108, 0.105, 0.111, 0.102, 0.101, 0.112, 0.010, 0.086, 0.121, 0.111, 0.089, 0.090, 0.103, 0.098, 0.102, 0.111, 0.030, 0.099, 0.111, 0.073, 0.027, 0.089, 0.109, 0.108, 0.079, 0.050, -0.107, 0.067, -0.060, 0.064, 0.026, 0.060, 0.122, 0.096, 0.077, 0.110, 0.005, 0.029, -0.259, -0.003, -0.026, -0.061, -0.079, -0.137, 0.019, 0.122, 0.115, 0.108, -0.178, 0.539, -0.670, -0.642, 0.590, 0.034, 0.071, 0.071, 0.067, 0.695, 0.471, -0.635, 0.098, 0.083, 0.085, 0.429, -0.346, -0.343, -0.348, 1.145, -0.049]}